1.
DFT (ωB97M-V/def2-TZVPD) results for a structure of composition C6H14O2 at a distorted geometry.

**LUMO**: 0.87 eV
**Molecular weight**: 118.2 g/mol
**HOMO level**: -7.1 eV
**Relative energy (zero: lowest compared OMol25 entry of this formula, charge and spin)**: 119.6 kcal/mol
**Gap between HOMO and LUMO**: 8.0 eV

Structure (XYZ):
```
22
Properties=species:S:1:pos:R:3:lowdin_charge:R:1
H -1.015 0.618 -1.758 0.068
C -1.605 -1.416 0.978 -0.094
H 1.109 2.186 -0.370 0.097
C 1.519 -0.566 0.051 -0.151
H 1.628 2.559 1.311 0.099
H 2.295 -1.399 -1.686 0.066
C -1.405 -0.265 -1.249 -0.093
C 2.042 -0.486 -1.171 0.040
C 1.742 1.885 0.466 -0.043
H 2.788 1.847 0.171 0.092
H -2.480 -0.352 -1.454 0.077
H -1.443 -1.326 2.054 0.074
H 0.028 0.454 0.871 0.166
O -1.728 1.036 0.740 -0.121
H 2.073 0.424 -1.750 0.066
O 1.299 0.591 0.929 -0.204
H -2.550 0.880 1.229 0.072
C -1.130 -0.187 0.232 -0.544
H -2.680 -1.592 0.819 0.075
H 1.488 -1.462 0.650 0.122
H -0.902 -1.129 -1.685 0.066
H -1.071 -2.299 0.622 0.069
```



2.
DFT (ωB97M-V/def2-TZVPD) results for a cluster of 2 separate species, C12H17F5N5O4S in total at a distorted geometry.

**LUMO**: -4.73 eV
**Molecular weight**: 422.4 g/mol
**HOMO level**: -11.8 eV
**Gap between HOMO and LUMO**: 7.1 eV
**Total charge**: +1

Structure (XYZ):
```
44
Properties=species:S:1:pos:R:3:lowdin_charge:R:1
F -0.975 2.842 0.628 0.195
C -2.466 -2.403 -0.315 -0.368
C 3.008 2.177 -1.718 -0.080
N -3.348 -2.577 0.619 0.088
H 3.510 5.174 -3.202 0.122
C 2.717 3.409 -2.289 -0.066
N -1.316 -3.134 -0.265 0.196
S -1.584 -0.301 -1.616 0.713
C -2.881 -3.249 4.214 -0.204
C -1.054 2.348 -0.603 -0.607
H -0.871 -4.099 4.178 0.061
H -1.398 -2.705 2.661 0.107
H -0.633 -2.683 0.343 0.134
N -3.207 -3.435 1.706 0.004
H -1.855 -4.758 5.494 0.074
H 1.690 3.740 -2.371 0.099
N -2.780 -1.507 -1.356 0.045
C 4.326 1.751 -1.611 -0.061
N 6.136 4.619 -3.174 -0.349
O 5.834 5.695 -3.653 0.084
H -3.622 -0.988 -1.079 0.131
F -3.231 1.526 -0.946 0.138
O -0.248 -0.762 -1.458 -0.218
H -4.226 -2.062 0.581 0.190
H -3.195 -2.381 4.807 0.104
C -2.036 1.108 -0.519 -0.453
H -2.819 -1.682 2.751 0.115
H -3.710 -3.963 4.194 0.109
C 3.741 4.216 -2.758 0.003
H -2.759 -4.306 1.435 0.144
F 0.163 2.038 -0.968 0.186
H 2.212 1.546 -1.359 0.080
C -2.492 -2.733 2.800 -0.196
H -1.156 -3.110 5.600 0.077
C 5.049 3.775 -2.654 -0.141
C 5.354 2.553 -2.082 0.001
O 7.270 4.187 -3.095 0.085
F -1.556 3.300 -1.324 0.240
F -2.197 0.757 0.756 0.137
C -1.626 -3.844 4.936 -0.095
H 4.551 0.792 -1.164 0.108
O -1.776 0.174 -2.927 -0.189
H 6.378 2.217 -1.999 0.122
H -0.924 -3.264 -1.197 0.133
```



3.
DFT (ωB97M-V/def2-TZVPD) results for the molecule C19H19ClN2O3.

**LUMO**: 0.58 eV
**Molecular weight**: 358.8 g/mol
**HOMO level**: -8.6 eV
**Relative energy (zero: lowest compared OMol25 entry of this formula, charge and spin)**: 26.9 kcal/mol
**Gap between HOMO and LUMO**: 9.2 eV

Structure (XYZ):
```
44
Properties=species:S:1:pos:R:3:lowdin_charge:R:1
C -2.043 -2.648 -0.107 -0.088
C -1.160 0.923 0.878 -0.137
H -3.570 2.593 0.111 0.133
H -0.213 0.193 2.647 0.128
H -4.554 -1.646 1.722 0.137
N 2.303 0.603 2.081 0.130
O 4.386 -0.009 2.632 0.091
O -4.879 -0.544 -1.096 0.060
C -0.976 1.491 -0.380 -0.170
C -2.544 0.603 1.391 -0.089
C -0.063 0.647 1.678 0.016
H -1.076 -3.000 0.244 0.068
C -2.143 1.758 -1.292 -0.106
C -4.170 -0.559 -0.106 -0.441
H -4.641 -2.604 0.221 0.133
H -2.024 2.726 -1.783 0.121
C 1.412 1.518 -0.001 -0.020
H -2.555 -3.450 -0.650 0.097
C 4.495 -0.768 -2.301 -0.072
H -2.863 1.402 2.079 0.141
C 5.246 0.154 -1.590 -0.070
C 1.229 0.918 1.241 -0.285
C 4.918 0.444 -0.279 -0.020
C 3.100 -1.111 -0.385 -0.586
H 5.500 1.151 0.293 0.125
H -4.311 1.662 -1.219 0.123
N -3.493 0.531 0.307 -0.042
H -2.160 0.992 -2.074 0.128
H 4.747 -1.000 -3.325 0.106
C -3.467 1.713 -0.530 -0.127
H 2.851 -2.145 -2.236 0.105
C 0.316 1.787 -0.797 -0.014
Cl 1.788 -1.959 0.356 0.781
H 2.114 0.633 3.077 0.161
H 2.401 1.777 -0.341 0.115
H 0.465 2.244 -1.764 0.118
C 3.428 -1.409 -1.698 -0.094
C -4.076 -1.827 0.754 -0.124
C 3.546 0.146 1.770 -0.460
C 3.827 -0.165 0.333 -0.188
H -1.895 -1.800 -0.786 0.092
O -2.768 -2.271 1.039 -0.202
H -2.520 -0.334 1.943 0.119
H 6.089 0.642 -2.055 0.105
```